No. 1
2 unconnected molecules or ions with the total composition H4NO2PS at a distorted geometry. Source: OMol25; level of theory: the ωB97M-V functional and the def2-TZVPD basis.

Geometry (Å):
N -1.40 -0.27 -0.60
O 4.86 0.34 -0.89
O 2.84 0.87 0.58
P 2.04 -0.50 0.04
S 4.22 -0.05 0.34
H -2.27 -0.57 -0.07
H -0.56 -0.40 -0.10
H 1.96 -1.19 1.24
H -1.28 -1.02 -1.37

The HOMO-LUMO gap (alpha / beta) comes out at 7.346 / 7.106 eV. The energy relative to the best compared isomer or geometry (same formula, charge and spin) is 2.754 eV. The HOMO energy (alpha / beta) comes out at -0.2617 / -0.3726 Eh. As for the multiplicity: 3. As for the energy: -947.0208 Eh. Its lowest unoccupied orbital energy (alpha / beta) is 0.22 / -3.03 eV.

***

No. 2
C4H3N3 in the gas phase at a distorted geometry. Source: OMol25; level of theory: the ωB97M-V functional and the def2-TZVPD basis.

Geometry (Å):
N -1.50 0.44 -2.21
C -0.52 0.16 -1.66
C -2.21 1.03 1.12
N -1.15 0.51 1.18
C 0.10 -0.07 1.30
C 0.89 -0.37 0.27
N 0.65 -0.19 -1.09
H 0.42 -0.28 2.31
H 1.86 -0.80 0.47
H 1.39 -0.41 -1.73

The HOMO-LUMO gap comes out at 9.659 eV. The energy relative to the best compared isomer or geometry (same formula, charge and spin) is 2.130 eV. The HOMO energy comes out at -0.3446 Eh. As for the energy: -318.4065 Eh. Its lowest unoccupied orbital energy is 0.28 eV.

***

No. 3
A molecular structure, C37H39BN7O10V at a distorted geometry. Source: OMol25; level of theory: the ωB97M-V functional and the def2-TZVPD basis.

Geometry (Å):
V 0.38 0.07 -0.54
C -0.76 -1.27 -3.13
N -1.08 -1.13 -1.69
C -2.54 -1.03 -1.39
C -3.23 0.25 -1.74
N -3.31 0.75 -2.94
C -4.10 1.88 -2.80
C -4.48 2.82 -3.76
C -5.27 3.87 -3.34
C -5.68 4.00 -2.01
C -5.31 3.08 -1.05
C -4.50 2.02 -1.47
N -3.94 0.95 -0.81
C 0.47 -0.50 -3.50
N 0.48 0.61 -4.17
C 1.82 0.94 -4.31
C 2.40 2.04 -4.94
C 3.78 2.15 -4.90
C 4.57 1.19 -4.24
C 4.01 0.10 -3.61
C 2.62 0.00 -3.66
N 1.73 -0.93 -3.16
H -1.57 -0.91 -3.75
H -0.59 -2.33 -3.33
H -0.79 -1.97 -1.20
H -2.61 -1.21 -0.32
H -3.08 -1.83 -1.91
H -4.14 2.73 -4.78
H -5.57 4.63 -4.06
H -6.30 4.84 -1.72
H -5.61 3.19 -0.01
H -3.86 0.84 0.19
H 1.79 2.79 -5.40
H 4.26 3.00 -5.35
H 5.64 1.32 -4.21
H 4.62 -0.62 -3.08
H 1.95 -1.72 -2.58
O 3.72 0.05 1.11
C 3.17 0.86 0.41
O 1.88 0.76 0.10
C 3.88 2.03 -0.19
C 5.08 2.34 0.40
C 5.88 3.38 -0.07
C 5.48 4.13 -1.16
C 4.28 3.85 -1.76
C 3.40 2.75 -1.36
O 2.40 2.42 -2.02
N 3.93 4.71 -2.89
O 2.76 4.93 -3.11
O 4.85 5.18 -3.55
N 7.13 3.68 0.58
O 7.79 4.63 0.15
O 7.48 2.99 1.52
H 5.41 1.75 1.25
H 6.09 4.93 -1.53
C -1.62 0.43 2.94
C -0.66 1.48 2.46
O -1.09 1.93 1.17
C -0.44 3.16 0.77
C -0.95 3.57 -0.57
H -1.31 0.03 3.91
H -1.67 -0.41 2.24
H -2.63 0.85 3.06
H 0.36 1.09 2.40
H -0.65 2.33 3.15
H 0.64 3.00 0.76
H -0.68 3.93 1.52
H -0.77 2.81 -1.33
H -0.42 4.46 -0.91
H -2.01 3.79 -0.52
C -2.59 -5.55 5.72
C -1.98 -5.94 4.36
C -1.02 -7.12 4.56
C -3.11 -6.39 3.44
C -1.20 -4.75 3.79
C -0.17 -4.18 4.54
C 0.58 -3.09 4.09
C 0.27 -2.58 2.84
O 0.82 -1.54 2.18
B 0.15 -1.39 0.94
O -0.85 -2.46 0.91
C -0.74 -3.15 2.08
C -1.49 -4.22 2.52
H -3.18 -6.38 6.12
H -3.24 -4.68 5.61
H -1.82 -5.30 6.45
H -1.56 -7.99 4.96
H -0.22 -6.87 5.26
H -0.56 -7.41 3.62
H -3.66 -7.20 3.91
H -2.73 -6.75 2.48
H -3.82 -5.58 3.25
H 0.07 -4.59 5.51
H 1.38 -2.66 4.68
H -2.26 -4.63 1.89

The HOMO-LUMO gap (alpha / beta) comes out at 6.647 / 6.124 eV. The HOMO energy (alpha / beta) comes out at -0.1759 / -0.1565 Eh. As for the multiplicity: 2. As for the energy: -3537.8905 Eh. As for the total charge: -1. Its lowest unoccupied orbital energy (alpha / beta) is 1.86 / 1.87 eV.

***

No. 4
7 unconnected molecules or ions with the total composition C9H32N10O9 at a distorted geometry. Source: OMol25; level of theory: the ωB97M-V functional and the def2-TZVPD basis.

Geometry (Å):
N -2.48 2.39 -1.66
C -1.61 2.93 -0.76
N -1.45 2.12 0.34
O -0.96 3.97 -0.98
H -2.51 2.63 -2.65
H -3.09 1.66 -1.29
H -1.76 1.18 0.32
H -0.95 2.52 1.14
N 3.26 -0.26 3.16
C 2.93 0.33 1.98
N 3.92 0.32 1.02
O 1.81 0.73 1.72
H 4.21 -0.58 3.36
H 2.51 -0.38 3.83
H 3.76 0.90 0.21
H 4.77 0.58 1.51
N -2.17 -3.06 -3.87
C -1.65 -3.74 -4.94
N -2.54 -3.74 -6.01
O -0.59 -4.31 -4.90
H -1.45 -2.83 -3.21
H -3.12 -3.06 -3.72
H -2.56 -4.49 -6.71
H -3.39 -3.20 -6.00
N 1.89 -2.26 -2.44
C 1.06 -1.58 -1.59
N 1.37 -0.27 -1.37
O 0.03 -2.13 -1.27
H 1.34 -3.13 -2.61
H 2.58 -1.84 -3.12
H 0.93 0.24 -0.62
H 2.27 0.09 -1.70
N 1.77 3.15 -0.10
C 2.37 2.85 -1.27
N 2.09 3.70 -2.31
O 3.24 1.92 -1.28
H 0.92 3.73 -0.08
H 1.89 2.58 0.75
H 2.33 3.32 -3.24
H 1.08 3.87 -2.23
O -1.99 -3.39 0.26
C -1.94 -2.62 1.45
C -2.67 -1.28 1.15
O -2.02 -0.63 0.01
H -1.22 -3.31 -0.28
H -2.46 -3.19 2.21
H -0.95 -2.41 1.84
H -2.53 -0.54 1.99
H -3.73 -1.52 1.09
H -1.39 -1.23 -0.47
O 0.66 -0.01 4.75
C -0.49 0.88 4.78
C -0.10 2.20 4.31
O 0.15 2.34 2.91
H 0.24 -0.86 4.81
H -1.29 0.62 4.09
H -0.90 0.85 5.80
H 0.74 2.67 4.83
H -0.97 2.85 4.46
H 0.81 1.70 2.62

The HOMO-LUMO gap comes out at 9.999 eV. As for the structure (SMILES): NC(N)=O.NC(N)=O.NC(N)=O.NC(N)=O.NC(N)=O.OCCO.OCCO. The energy relative to the best compared isomer or geometry (same formula, charge and spin) is 0.000 eV. The HOMO energy comes out at -0.3521 Eh. As for the energy: -1587.0303 Eh. Its lowest unoccupied orbital energy is 0.42 eV.

***

No. 5
C5H13NS in the gas phase at a distorted geometry. Source: OMol25; level of theory: the ωB97M-V functional and the def2-TZVPD basis.

Geometry (Å):
C 0.60 0.44 3.17
N -0.07 0.38 1.95
C 0.37 -0.67 1.02
C -0.56 -0.65 -0.25
C 0.37 -0.37 -1.50
C -0.37 -0.05 -2.77
S -1.39 1.45 -2.43
H 1.62 0.18 3.25
H 0.50 1.45 3.68
H -0.08 -0.21 3.95
H -0.03 1.27 1.48
H 1.42 -0.54 0.82
H 0.28 -1.70 1.47
H -1.19 0.20 -0.15
H -1.18 -1.58 -0.42
H 0.99 0.47 -1.30
H 0.93 -1.33 -1.60
H -1.09 -0.86 -3.11
H 0.28 0.17 -3.64
H -1.41 1.99 -3.62

The HOMO-LUMO gap comes out at 9.569 eV. As for the structure (SMILES): CNCCCCS. The energy relative to the best compared isomer or geometry (same formula, charge and spin) is 1.312 eV. The HOMO energy comes out at -0.3178 Eh. As for the energy: -651.1957 Eh. Its lowest unoccupied orbital energy is 0.92 eV.

***

What did the first record say?
2 unconnected molecules or ions with the total composition H4NO2PS at a distorted geometry. Source: OMol25; level of theory: the ωB97M-V functional and the def2-TZVPD basis.

Geometry (Å):
N -1.40 -0.27 -0.60
O 4.86 0.34 -0.89
O 2.84 0.87 0.58
P 2.04 -0.50 0.04
S 4.22 -0.05 0.34
H -2.27 -0.57 -0.07
H -0.56 -0.40 -0.10
H 1.96 -1.19 1.24
H -1.28 -1.02 -1.37

The HOMO-LUMO gap (alpha / beta) comes out at 7.346 / 7.106 eV. The energy relative to the best compared isomer or geometry (same formula, charge and spin) is 2.754 eV. The HOMO energy (alpha / beta) comes out at -0.2617 / -0.3726 Eh. As for the multiplicity: 3. As for the energy: -947.0208 Eh. Its lowest unoccupied orbital energy (alpha / beta) is 0.22 / -3.03 eV.